[1]
81
Properties=species:S:1:pos:R:3 method="wB97M-V/def2-TZVPD" homo_energy_ev=-11.97 lumo_ev=-2.469 total_energy_ha=-2306.83478 charge=+1 orbital_gap_ha=0.3491
S 0.940 1.189 -0.778
P -0.798 1.080 0.523
F 1.783 -2.257 -2.443
O -4.083 1.397 1.073
O 0.245 -3.086 2.225
O 2.948 -0.907 1.869
O -2.863 -4.707 -2.082
O -2.038 2.767 -3.383
O 0.435 -5.188 -3.495
O 2.378 6.855 -2.088
O 1.017 3.978 -0.964
O 0.028 4.999 -2.674
O 2.349 0.297 6.219
O -2.127 -5.972 1.916
C -4.897 2.508 0.699
C 3.190 7.327 -3.161
C -4.138 -5.177 -2.506
C 2.314 2.128 -0.013
C -0.930 2.710 1.315
C -1.394 -5.661 0.734
C -3.157 3.538 -3.810
C 3.579 -0.110 6.815
C -0.262 -3.449 3.515
C -0.361 -0.139 1.808
C 0.850 4.227 -2.277
C 2.859 -0.536 3.251
C -0.562 -4.485 -4.233
C 1.746 -0.877 -2.334
C 2.323 3.574 -0.547
C 1.542 -0.515 -0.859
H 3.138 6.664 -4.029
H -3.474 4.245 -3.039
H -1.863 -4.849 0.180
H 2.915 -1.868 1.826
H 2.673 -0.443 -2.724
H -4.819 -4.330 -2.478
H -1.314 3.374 -3.209
H 3.598 -1.197 6.794
H 4.215 7.354 -2.800
H 2.463 -0.532 -0.276
H 0.556 -0.687 1.592
H 2.594 4.248 0.269
H 3.061 3.714 -1.340
H 0.923 -0.485 -2.944
H 2.159 2.129 1.067
H 3.692 -0.947 3.823
H 0.007 3.258 1.450
H -4.537 0.594 0.807
H -4.104 -5.566 -3.527
H 4.442 0.269 6.260
H -4.372 3.410 1.006
H -3.969 2.842 -4.004
H 1.161 -4.582 -3.328
H 0.797 -1.184 -0.425
H 1.484 3.614 -2.937
H -1.375 -5.182 -4.416
H -0.895 -2.630 3.850
H -2.939 4.086 -4.729
H 1.465 6.842 -2.393
H -1.294 -6.542 0.093
H -0.950 -3.641 -3.659
H -1.577 3.314 0.673
H 2.905 0.549 3.299
H 3.651 0.219 7.853
H -0.862 -4.358 3.460
H 2.901 8.334 -3.466
H -4.522 -5.958 -1.845
H 3.241 1.603 -0.256
H -5.865 2.482 1.204
H -5.054 2.542 -0.381
H 1.920 -0.869 3.692
H 0.547 -3.585 4.236
H -0.298 0.280 2.815
H -0.401 -5.353 1.047
H 2.314 1.257 6.246
H -0.180 -4.134 -5.195
H -3.010 -6.251 1.660
H 0.804 -3.806 1.923
H -2.252 -5.450 -2.105
H -1.435 2.563 2.274
H -1.178 -0.866 1.787

***

[2]
82
Properties=species:S:1:pos:R:3 method="wB97M-V/def2-TZVPD" homo_energy_ev=-8.16 lumo_ev=0.567 total_energy_ha=-3931.38702 charge=0 orbital_gap_ha=0.3208
S 1.228 2.736 4.352
S -4.020 7.413 -0.382
S 0.780 -7.100 -3.392
S 0.220 3.612 -0.406
S 3.318 -4.149 -0.039
S 3.258 2.284 -3.129
P -3.829 -2.571 0.328
O 0.408 2.200 0.067
O 1.907 3.948 3.815
O 3.333 -4.189 1.449
O -3.753 5.961 -0.557
O 2.706 3.586 -3.586
O 1.771 -6.388 -2.541
N -3.601 -0.836 0.076
N -4.015 -4.370 0.319
C 1.262 4.606 0.650
C 0.042 -0.860 1.060
C -1.397 -0.458 1.355
C 4.793 -3.249 -0.535
C -5.741 7.558 0.108
C 0.207 -2.318 0.603
C 1.864 1.182 -2.874
C -3.326 7.870 1.211
C -0.119 -8.203 -2.299
C 3.847 -5.753 -0.621
C -1.337 4.193 0.256
C 1.920 2.451 5.983
C -2.245 -0.294 0.077
C -0.569 -5.948 -3.663
C 3.905 1.462 -4.590
C 1.974 1.327 3.537
H -1.449 5.252 0.037
H -4.970 -4.611 0.577
H -5.079 -2.495 -0.295
H 4.211 0.449 -4.330
H -0.187 -5.145 -4.290
H 2.297 4.351 0.434
H -2.243 7.797 1.129
H 4.894 -3.298 -1.620
H 1.596 0.408 3.984
H 3.136 1.451 -5.362
H -3.690 7.180 1.971
H 1.063 -2.774 1.090
H -6.345 7.261 -0.746
H 1.100 5.666 0.454
H 1.025 4.356 1.683
H 4.766 2.033 -4.930
H -5.957 8.593 0.373
H -3.431 -4.807 1.028
H 4.666 -2.215 -0.220
H 2.235 0.179 -2.660
H -5.929 6.891 0.949
H -0.896 -5.550 -2.703
H 1.679 1.377 2.488
H -3.819 -2.498 1.735
H -3.606 8.897 1.448
H -0.481 -7.636 -1.442
H -2.326 0.773 -0.129
H 3.062 -6.459 -0.362
H 1.598 3.271 6.621
H 0.440 -0.164 0.324
H 1.305 1.553 -2.015
H 3.948 -5.727 -1.705
H -1.712 -0.723 -0.775
H 0.636 -0.718 1.964
H -4.209 -0.267 0.657
H 3.058 1.393 3.632
H -2.142 3.653 -0.237
H -2.648 -2.745 -0.407
H 0.368 -2.407 -0.469
H 4.785 -6.027 -0.136
H -0.660 -2.915 0.889
H 5.663 -3.685 -0.044
H -1.352 4.005 1.330
H 1.240 1.187 -3.768
H -1.385 -6.459 -4.173
H -1.847 -1.172 2.050
H 0.575 -8.974 -1.973
H -1.372 0.508 1.865
H -0.947 -8.657 -2.844
H 3.007 2.435 5.912
H 1.541 1.507 6.375

***

[3]
80
Properties=species:S:1:pos:R:3 method="wB97M-V/def2-TZVPD" homo_energy_ev="0.44 / -6.93" lumo_ev="2.697 / 2.640" multiplicity=2 s2=0.7505 total_energy_ha=-1461.62644 charge=-1 orbital_gap_ha="0.0831 / 0.3518"
O -0.621 -0.072 7.610
O 3.030 1.620 2.234
O 3.483 -2.677 -3.599
O -2.052 2.805 -2.484
O -0.407 1.016 1.198
O 1.515 -0.739 1.282
O -3.011 1.870 1.437
O -2.681 -1.629 -2.112
N 0.661 3.141 -0.063
N -0.627 1.820 4.462
N 3.158 -1.524 -0.865
N -1.257 -4.403 -4.085
C -0.495 0.629 5.304
C -1.976 -3.143 -3.908
C -2.507 1.632 -3.200
C 4.050 -2.830 -4.895
C 1.326 -0.255 -1.823
C -0.910 2.477 -1.744
C 0.784 -0.162 4.918
C 0.142 4.914 -1.576
C 3.078 -1.316 -3.258
C -2.416 -1.241 -0.738
C -0.513 1.078 6.761
C -0.454 3.664 -0.876
C -3.466 -3.200 -4.485
C -1.904 -2.752 -2.467
C -0.759 0.297 8.944
C 2.285 -1.431 -2.016
H 0.056 2.533 4.673
H 2.386 -0.989 -4.035
H 0.945 3.867 0.579
H -3.331 1.884 -3.868
H 0.782 4.559 -2.383
H 1.717 0.399 4.859
H -3.003 -0.339 -0.564
H 0.392 1.624 7.030
H 3.833 -0.777 -0.787
H 0.696 -0.052 -2.689
H -1.159 1.666 -1.060
H -1.380 1.706 6.962
H 5.007 -2.317 -4.987
H 2.595 0.955 1.701
H -1.334 -1.122 -0.690
H -2.086 1.625 1.447
H -0.299 -4.284 -3.790
H 0.664 -0.472 -0.984
H -3.796 -2.190 -4.726
H -0.693 5.504 -1.954
H 1.825 -1.387 1.915
H 1.443 2.942 -0.669
H 4.135 -3.855 -5.257
H -0.049 1.034 9.319
H -1.754 0.683 9.167
H -1.407 0.054 5.142
H -0.093 2.158 -2.391
H 3.910 -0.614 -3.206
H 1.731 -2.369 -2.016
H -2.942 1.035 -2.398
H -3.282 1.824 2.354
H -1.216 3.989 -0.168
H -3.426 -3.694 -5.456
H 1.902 0.662 -1.699
H 1.026 -1.017 5.549
H 3.360 -2.401 -5.621
H -0.279 1.551 3.552
H -1.643 -4.959 -3.336
H 0.819 5.460 -0.919
H 1.955 -0.972 0.464
H -1.770 1.057 -3.760
H -0.010 1.806 0.831
H -1.452 -2.424 -4.538
H 0.607 -0.634 3.952
H -4.162 -3.830 -3.931
H 0.292 0.363 1.174
H 3.738 -2.333 -1.036
H -2.202 -3.550 -1.787
H 3.629 1.126 2.794
H -0.618 -0.537 9.631
H -0.849 -2.515 -2.325
H -2.665 -2.025 -0.023